ORCA calculation (wB97M-V/def2-TZVPD) on a molecular structure, C5H15N2O in a non-equilibrium geometry.

Element x y z (Å)
N -0.309 1.821 -0.521
C 0.161 0.658 0.235
C 1.619 0.673 0.600
C 2.578 -0.087 -0.277
C 2.782 -1.404 -0.206
C -0.788 0.480 1.433
N -2.663 -0.028 -1.216
H -0.574 -0.497 1.876
H 0.323 2.146 -1.250
H -1.242 1.559 -0.880
H 0.027 -0.223 -0.411
H 1.782 0.159 1.582
H 2.069 1.684 0.640
H 3.076 0.431 -1.093
H 3.393 -1.911 -0.949
H 2.232 -2.068 0.460
H -0.598 1.224 2.209
H -1.835 0.640 1.176
H -2.128 -0.791 -0.331
H -2.371 -0.336 -2.148
H -3.685 0.035 -1.229
H -2.172 -2.501 0.162
O -1.681 -1.663 0.139

HOMO level = -13.14 eV
orbital gap = 3.660 eV
charge = +1
E_tot = -383.738794 Ha
energy relative to the best compared isomer or geometry (same formula, charge and spin) = 819.8 kJ/mol